<w>
C3H7NOS2 | wB97M-V/def2-TZVPD

ORCA input file:
```
! RIJCOSX wB97M-V def2-TZVPD def2/J DEFGRID3
* xyz 0 1
C 1.741 -0.156 2.001
C 0.449 -0.445 1.235
S 0.361 0.124 -0.479
C -1.493 -0.125 -0.899
O -2.307 -0.863 -0.257
N -1.735 0.199 -2.185
S -0.877 1.498 -3.188
H 1.582 0.815 2.268
H 2.777 0.005 1.492
H 1.801 -0.645 3.034
H -0.254 0.108 1.696
H 0.263 -1.519 1.069
H -2.716 0.154 -2.196
H 0.408 0.849 -3.591
*
```

Results
E_LUMO = 0.09 eV
SMILES = CCSC(=O)NS
highest occupied orbital energy = -9.2 eV

Atom-resolved charges from Löwdin, all expressed in e:
1 C -0.158
2 C -0.549
3 S 0.844
4 C -0.746
5 O -0.032
6 N -0.333
7 S 0.649
8 H 0.010
9 H 0.107
10 H 0.103
11 H 0.026
12 H 0.076
13 H 0.067
14 H -0.065



<x>
C3H7NOS2 | wB97M-V/def2-TZVPD

ORCA input file:
```
! RIJCOSX wB97M-V def2-TZVPD def2/J DEFGRID3
* xyz 0 1
N -0.678 1.687 0.341
C -0.216 0.311 0.305
C 1.020 0.230 -0.602
S 2.204 -1.111 -0.239
C -1.333 -0.625 -0.220
O -2.282 -0.184 -0.836
S -1.233 -2.380 0.069
H -1.394 1.777 1.064
H -1.144 1.929 -0.548
H 0.052 -0.015 1.315
H 1.544 1.190 -0.504
H 0.764 0.112 -1.647
H 2.715 -0.538 0.855
H -0.020 -2.382 0.646
*
```

Results
E_LUMO = 0.60 eV
SMILES = N[C@H](CS)C(=O)S
highest occupied orbital energy = -9.4 eV

Atom-resolved charges from Löwdin, all expressed in e:
1 N 0.036
2 C -0.463
3 C -0.516
4 S 0.707
5 C -0.752
6 O -0.004
7 S 0.832
8 H 0.087
9 H 0.093
10 H 0.130
11 H 0.080
12 H 0.076
13 H -0.137
14 H -0.170



<y>
C3H7NOS2 | wB97M-V/def2-TZVPD

ORCA input file:
```
! RIJCOSX wB97M-V def2-TZVPD def2/J DEFGRID3
* xyz 0 1
C 1.901 3.176 -0.201
O 0.796 2.139 -0.213
C 0.589 0.992 0.470
S -0.744 0.400 -0.596
C -0.815 -1.375 -0.040
N -1.878 -1.983 -0.687
S 0.285 -2.110 0.920
H 1.200 4.099 -0.645
H 2.203 3.390 0.873
H 3.108 3.174 -0.735
H 1.664 0.453 0.426
H 0.416 0.777 1.617
H -2.725 -1.390 -0.949
H -1.794 -3.122 -0.626
*
```

Results
E_LUMO = 0.64 eV
SMILES = COCSC(N)=S
highest occupied orbital energy = -8.6 eV

Atom-resolved charges from Löwdin, all expressed in e:
1 C -0.074
2 O -0.390
3 C -0.633
4 S 0.912
5 C -1.188
6 N -0.073
7 S 0.605
8 H 0.133
9 H 0.062
10 H 0.149
11 H 0.114
12 H 0.107
13 H 0.111
14 H 0.166



Tell me which of them is the least stable. Sure, it is <y>.



<w>
C3H7NOS2 | wB97M-V/def2-TZVPD

ORCA input file:
```
! RIJCOSX wB97M-V def2-TZVPD def2/J DEFGRID3
* xyz 0 1
C 1.774 1.626 -0.004
S 2.218 -0.135 -0.029
C 0.728 -0.857 -0.824
O -0.155 -1.487 0.121
N -0.553 -0.542 1.021
C -1.579 0.322 0.827
S -2.518 0.422 -0.527
H 1.695 2.042 -1.031
H 2.553 2.143 0.553
H 0.872 1.901 0.498
H 0.106 -0.116 -1.437
H 0.978 -1.706 -1.445
H -0.101 -0.673 1.911
H -1.724 0.954 1.725
*
```

Results
E_LUMO = 0.59 eV
SMILES = CSCONC=S
highest occupied orbital energy = -8.6 eV

Atom-resolved charges from Löwdin, all expressed in e:
1 C -0.418
2 S 0.825
3 C -0.476
4 O -0.186
5 N -0.125
6 C -0.696
7 S 0.598
8 H 0.052
9 H 0.028
10 H 0.010
11 H 0.085
12 H 0.080
13 H 0.144
14 H 0.080



<x>
C3H7NOS2 | wB97M-V/def2-TZVPD

ORCA input file:
```
! RIJCOSX wB97M-V def2-TZVPD def2/J DEFGRID3
* xyz 0 1
N -2.011 -1.164 0.577
C -0.750 -0.466 0.503
C -1.057 1.011 0.331
S 0.211 2.170 0.775
C 0.143 -1.034 -0.659
O -0.389 -1.705 -1.517
S 1.841 -0.665 -0.610
H -1.853 -2.175 0.660
H -2.489 -1.032 -0.299
H -0.121 -0.598 1.365
H -1.931 1.197 0.901
H -1.349 1.151 -0.702
H 0.206 1.884 2.097
H 1.870 0.223 0.403
*
```

Results
E_LUMO = 0.55 eV
SMILES = N[C@H](CS)C(=O)S
highest occupied orbital energy = -9.4 eV

Atom-resolved charges from Löwdin, all expressed in e:
1 N 0.048
2 C -0.471
3 C -0.561
4 S 0.733
5 C -0.780
6 O 0.006
7 S 0.856
8 H 0.096
9 H 0.078
10 H 0.113
11 H 0.064
12 H 0.090
13 H -0.108
14 H -0.162



Tell me which of them is the least stable. Sure, it is <w>.



<w>
C3H7NOS2 | wB97M-V/def2-TZVPD

ORCA input file:
```
! RIJCOSX wB97M-V def2-TZVPD def2/J DEFGRID3
* xyz 0 1
C -0.474 -0.254 0.426
C -2.488 1.089 -0.018
C 2.133 -1.455 0.021
N 1.777 1.129 -0.600
O -1.153 0.867 0.466
S -1.137 -1.753 -0.034
S 1.346 0.190 0.558
H -2.903 0.045 0.046
H -2.553 1.452 -0.978
H -2.820 1.667 0.784
H 3.115 -1.243 0.303
H 1.840 -1.646 -0.932
H 1.592 -2.206 0.518
H 1.724 2.118 -0.561
*
```

Results
E_LUMO = -0.14 eV
highest occupied orbital energy = -8.2 eV

Atom-resolved charges from Löwdin, all expressed in e:
1 C -0.909
2 C -0.022
3 C -0.198
4 N -0.377
5 O -0.219
6 S 0.650
7 S 0.860
8 H 0.058
9 H 0.076
10 H 0.082
11 H 0.025
12 H 0.009
13 H 0.001
14 H -0.035



<x>
C3H7NOS2 | wB97M-V/def2-TZVPD

ORCA input file:
```
! RIJCOSX wB97M-V def2-TZVPD def2/J DEFGRID3
* xyz 0 1
N 0.111 -0.609 1.303
C -0.543 -0.520 0.031
C 0.527 -0.583 -1.056
S 2.067 0.524 -1.119
C -1.268 0.661 0.143
O -0.395 1.767 0.173
S -2.922 0.940 0.032
H 0.472 0.404 1.503
H -0.704 -0.823 1.829
H -1.279 -1.433 -0.092
H 0.577 -1.761 -0.952
H 0.291 -0.563 -2.128
H 2.457 0.579 0.346
H 0.609 1.419 -0.014
*
```

Results
E_LUMO = 0.18 eV
SMILES = N[C@H](CS)C(O)=S
highest occupied orbital energy = -8.8 eV

Atom-resolved charges from Löwdin, all expressed in e:
1 N 0.058
2 C -0.584
3 C -0.448
4 S 0.707
5 C -0.847
6 O -0.124
7 S 0.680
8 H 0.118
9 H 0.075
10 H 0.181
11 H 0.128
12 H 0.066
13 H -0.020
14 H 0.009



<y>
C3H7NOS2 | wB97M-V/def2-TZVPD

ORCA input file:
```
! RIJCOSX wB97M-V def2-TZVPD def2/J DEFGRID3
* xyz 0 1
S -2.863 -1.590 -1.593
S -1.851 0.247 1.585
C -0.831 -0.148 -0.013
C 0.307 1.057 0.185
N 1.560 0.634 -0.227
C 1.989 -0.572 0.238
O 2.992 -1.201 0.135
H -3.181 -0.836 -0.433
H -0.699 -1.035 0.521
H -0.814 0.032 -1.043
H 0.263 1.578 1.149
H -0.307 1.775 -0.403
H 1.973 0.976 -1.236
H 1.462 -0.917 1.135
*
```

Results
E_LUMO = -4.41 eV
highest occupied orbital energy = -8.7 eV

Atom-resolved charges from Löwdin, all expressed in e:
1 S 0.312
2 S 0.573
3 C -0.566
4 C -0.306
5 N 0.010
6 C -0.396
7 O 0.069
8 H -0.269
9 H -0.042
10 H 0.034
11 H 0.078
12 H 0.127
13 H 0.238
14 H 0.139



<z>
C3H7NOS2 | wB97M-V/def2-TZVPD

ORCA input file:
```
! RIJCOSX wB97M-V def2-TZVPD def2/J DEFGRID3
* xyz 0 1
C 2.883 0.403 0.205
O 1.882 -0.599 -0.077
C 0.658 0.075 -0.170
S -0.666 -1.273 0.127
C -2.204 -0.281 0.085
N -3.367 -0.959 0.101
S -2.076 1.446 0.054
H 4.027 0.068 -0.382
H 2.644 1.473 -0.389
H 2.939 0.411 1.493
H 0.411 0.934 0.628
H 0.463 0.418 -1.249
H -3.568 -1.974 -0.503
H -4.026 -0.142 0.077
*
```

Results
E_LUMO = 0.12 eV
SMILES = COCSC(N)=S
highest occupied orbital energy = -8.6 eV

Atom-resolved charges from Löwdin, all expressed in e:
1 C -0.158
2 O -0.332
3 C -0.566
4 S 0.839
5 C -1.161
6 N -0.052
7 S 0.534
8 H 0.148
9 H 0.123
10 H 0.151
11 H 0.078
12 H 0.099
13 H 0.222
14 H 0.074



Tell me which of them is the least stable. Sure, it is <y>.



<w>
C4H7N | wB97M-V/def2-TZVPD

ORCA input file:
```
! RIJCOSX wB97M-V def2-TZVPD def2/J DEFGRID3
* xyz 0 1
C -1.812 0.296 -0.124
C -0.880 -0.644 0.091
C 0.504 -0.407 0.528
C 1.306 0.742 0.050
N 1.585 -0.643 -0.411
H -1.574 1.336 0.104
H -2.812 0.041 -0.468
H -1.107 -1.738 -0.029
H 0.727 -0.815 1.547
H 0.804 1.446 -0.643
H 2.125 1.137 0.687
H 1.134 -0.750 -1.332
*
```

Results
E_LUMO = 1.17 eV
SMILES = C=C[C@@H]1CN1
highest occupied orbital energy = -9.7 eV

Atom-resolved charges from Löwdin, all expressed in e:
1 C 0.014
2 C -0.166
3 C -0.394
4 C -0.145
5 N 0.009
6 H 0.061
7 H 0.053
8 H 0.117
9 H 0.145
10 H 0.107
11 H 0.106
12 H 0.094



<x>
C4H7N | wB97M-V/def2-TZVPD

ORCA input file:
```
! RIJCOSX wB97M-V def2-TZVPD def2/J DEFGRID3
* xyz 0 1
C 1.110 -0.694 -0.557
C -0.408 -0.636 -0.433
C -0.941 0.429 0.621
C -0.123 1.696 0.709
N 0.499 2.670 0.682
H 1.650 -0.919 0.439
H 1.605 0.240 -0.915
H 1.337 -1.561 -1.248
H -0.789 -1.623 -0.119
H -1.006 -0.354 -1.370
H -0.913 0.139 1.684
H -2.020 0.612 0.509
*
```

Results
E_LUMO = 0.86 eV
SMILES = CCCC#N
highest occupied orbital energy = -11.4 eV

Atom-resolved charges from Löwdin, all expressed in e:
1 C -0.142
2 C -0.259
3 C -0.184
4 C -0.237
5 N 0.128
6 H 0.102
7 H 0.074
8 H 0.081
9 H 0.100
10 H 0.126
11 H 0.105
12 H 0.107



Tell me which of them is the least stable. Sure, it is <w>.



<w>
C4H7N | wB97M-V/def2-TZVPD

ORCA input file:
```
! RIJCOSX wB97M-V def2-TZVPD def2/J DEFGRID3
* xyz 0 1
C 0.415 1.257 -0.106
C 0.390 0.000 0.762
C -0.761 -0.927 0.231
C -0.478 -1.216 -1.186
N -0.166 -1.366 -2.324
H -0.568 1.734 -0.130
H 0.683 1.032 -1.183
H 1.175 1.944 0.295
H 0.195 0.268 1.817
H 1.384 -0.404 0.702
H -1.710 -0.417 0.406
H -0.559 -1.904 0.717
*
```

Results
E_LUMO = 0.88 eV
SMILES = CCCC#N
highest occupied orbital energy = -11.3 eV

Atom-resolved charges from Löwdin, all expressed in e:
1 C -0.136
2 C -0.259
3 C -0.178
4 C -0.239
5 N 0.134
6 H 0.072
7 H 0.084
8 H 0.073
9 H 0.111
10 H 0.100
11 H 0.118
12 H 0.120



<x>
C4H7N | wB97M-V/def2-TZVPD

ORCA input file:
```
! RIJCOSX wB97M-V def2-TZVPD def2/J DEFGRID3
* xyz 0 1
C 0.944 2.467 -0.022
C 0.291 1.142 0.003
C -0.274 0.074 -0.039
C -0.891 -1.174 -0.276
H 0.418 3.170 0.961
H 2.267 2.311 0.212
H 0.724 2.977 -1.200
H -1.085 -1.411 -1.320
H -1.912 -1.187 0.145
H 0.843 -2.234 0.102
H -0.395 -2.357 1.295
N -0.182 -2.333 0.258
*
```

Results
E_LUMO = 0.82 eV
highest occupied orbital energy = -9.2 eV

Atom-resolved charges from Löwdin, all expressed in e:
1 C -0.191
2 C -0.178
3 C -0.071
4 C -0.343
5 H 0.135
6 H 0.147
7 H 0.134
8 H 0.110
9 H 0.120
10 H 0.081
11 H 0.089
12 N -0.033



<y>
C4H7N | wB97M-V/def2-TZVPD

ORCA input file:
```
! RIJCOSX wB97M-V def2-TZVPD def2/J DEFGRID3
* xyz 0 1
C 0.800 2.235 -0.669
N 1.488 1.117 -0.489
C 0.855 -0.061 0.083
C -0.225 -0.762 -0.404
C -0.972 -1.700 0.539
H -0.364 2.262 -0.512
H 1.267 3.238 -0.660
H 1.144 -0.235 1.118
H -0.685 -0.310 -1.355
H -0.677 -1.531 1.569
H -2.038 -1.610 0.566
H -0.592 -2.643 0.215
*
```

Results
E_LUMO = 0.81 eV
SMILES = C=N/C=C/C
highest occupied orbital energy = -8.8 eV

Atom-resolved charges from Löwdin, all expressed in e:
1 C -0.048
2 N -0.043
3 C -0.194
4 C -0.156
5 C -0.115
6 H 0.095
7 H 0.060
8 H 0.100
9 H 0.117
10 H 0.064
11 H 0.061
12 H 0.058



<z>
C4H7N | wB97M-V/def2-TZVPD

ORCA input file:
```
! RIJCOSX wB97M-V def2-TZVPD def2/J DEFGRID3
* xyz 0 1
C -0.141 0.329 -2.275
C -0.322 -0.254 -1.213
C -0.472 -0.902 0.109
C -0.283 0.094 1.259
N 1.078 0.685 1.238
H -0.040 0.725 -3.258
H 0.173 -1.766 0.230
H -1.484 -1.302 0.181
H -1.003 0.920 1.153
H -0.569 -0.381 2.188
H 1.024 1.449 1.887
H 1.669 -0.044 1.674
*
```

Results
E_LUMO = 1.02 eV
SMILES = C#CCCN
highest occupied orbital energy = -9.6 eV

Atom-resolved charges from Löwdin, all expressed in e:
1 C 0.103
2 C -0.142
3 C -0.224
4 C -0.302
5 N -0.001
6 H 0.014
7 H 0.107
8 H 0.107
9 H 0.114
10 H 0.095
11 H 0.051
12 H 0.078



Tell me which of them is the least stable. Sure, it is <x>.



<w>
C3H4Br2 | wB97M-V/def2-TZVPD

ORCA input file:
```
! RIJCOSX wB97M-V def2-TZVPD def2/J DEFGRID3
* xyz 0 1
C -0.590 -1.443 0.172
C -1.316 -0.464 -0.207
C 1.224 1.520 -0.005
Br -2.933 0.356 0.041
Br 2.426 0.225 0.017
H -0.970 -2.365 0.426
H 0.429 -1.431 0.116
H 1.558 2.443 -0.582
H 0.172 1.159 0.022
*
```

Results
E_LUMO (spin up / spin down) = -0.43 / -0.13 eV
highest occupied orbital energy (spin up / spin down) = -8.3 / -8.4 eV

Atom-resolved charges from Löwdin, all expressed in e:
1 C -0.125
2 C -0.660
3 C -0.593
4 Br 0.716
5 Br 0.712
6 H 0.041
7 H -0.050
8 H 0.015
9 H -0.056



<x>
C3H4Br2 | wB97M-V/def2-TZVPD

ORCA input file:
```
! RIJCOSX wB97M-V def2-TZVPD def2/J DEFGRID3
* xyz 0 1
C 0.609 -0.342 0.687
C 0.017 -0.815 -0.636
C -0.685 0.219 0.176
Br -2.298 0.680 1.013
Br 0.041 3.035 -1.468
H 0.681 -0.863 1.624
H 1.607 0.160 0.779
H 0.498 -0.341 -1.595
H -0.471 -1.733 -0.581
*
```

Results
E_LUMO (spin up / spin down) = -1.11 / -2.98 eV
highest occupied orbital energy (spin up / spin down) = -10.1 / -8.5 eV

Atom-resolved charges from Löwdin, all expressed in e:
1 C -0.190
2 C -0.142
3 C -0.709
4 Br 0.730
5 Br -0.123
6 H 0.092
7 H 0.120
8 H 0.145
9 H 0.078



Tell me which of them is the least stable. Sure, it is <w>.